Record 1
The following is a quantum chemistry calculation of a 10-piece molecular cluster, C22H68N16O10 overall, from OMol25.

CARTESIAN COORDINATES (ANGSTROEM)
C (26.2929, 33.2428, 20.7195)
C (25.7583, 32.0387, 19.9393)
C (24.8053, 31.0855, 20.6565)
O (24.5961, 29.9686, 19.8195)
C (23.7125, 29.0093, 20.3628)
N (25.1089, 32.6570, 18.7615)
H (26.7406, 32.8704, 21.6488)
H (25.4462, 33.8794, 20.9795)
H (27.1018, 33.7959, 20.2487)
H (26.6583, 31.4450, 19.7515)
H (23.8607, 31.5932, 20.8875)
H (25.1899, 30.8082, 21.6466)
H (23.3236, 28.3810, 19.5615)
H (22.9177, 29.3960, 21.0038)
H (24.1933, 28.2505, 20.9909)
H (24.2399, 33.0647, 19.0974)
H (24.7564, 31.8474, 18.2570)
C (19.2221, 27.5626, 18.7671)
C (19.5675, 28.3590, 17.4784)
C (21.0803, 28.3895, 17.2698)
O (21.5983, 27.0595, 17.3678)
C (22.8963, 26.8684, 16.9059)
N (18.9544, 27.7774, 16.2968)
H (19.9355, 27.8822, 19.5318)
H (19.4924, 26.5125, 18.6568)
H (18.2019, 27.7371, 19.0981)
H (19.1578, 29.3548, 17.6561)
H (21.5078, 28.9972, 18.0778)
H (21.3681, 28.9264, 16.3608)
H (23.6531, 27.4494, 17.4356)
H (22.9447, 27.0084, 15.8192)
H (23.2294, 25.8273, 16.9486)
H (19.2915, 28.4210, 15.5831)
H (19.4683, 26.9368, 16.0467)
C (32.0485, 25.5297, 19.1321)
C (32.5928, 26.9271, 19.3228)
C (33.4834, 27.3860, 18.1189)
O (34.6644, 26.6276, 18.1421)
C (35.3711, 26.5306, 16.9225)
N (31.4952, 27.8740, 19.5876)
H (32.9098, 24.8881, 18.9330)
H (31.2548, 25.4283, 18.3932)
H (31.7344, 25.1904, 20.1219)
H (33.2201, 26.8967, 20.2215)
H (33.6638, 28.4641, 18.1137)
H (32.8415, 27.1323, 17.2670)
H (34.8096, 25.9497, 16.1868)
H (36.2402, 25.8979, 17.1126)
H (35.7660, 27.4941, 16.5964)
H (30.8843, 27.3984, 20.2429)
H (31.8992, 28.6365, 20.1488)
C (29.9472, 31.6654, 20.8882)
C (30.0496, 30.4385, 21.7924)
C (31.5172, 30.3288, 22.2942)
O (32.2865, 29.9352, 21.1668)
C (33.6815, 29.8429, 21.4581)
N (29.0980, 30.4539, 22.9183)
H (28.9293, 31.8961, 20.5670)
H (30.5936, 31.5108, 20.0255)
H (30.2244, 32.5721, 21.4321)
H (29.7653, 29.5075, 21.2977)
H (31.6404, 29.5763, 23.0765)
H (31.8319, 31.3194, 22.6369)
H (34.2117, 29.7127, 20.5145)
H (33.9930, 29.1541, 22.2413)
H (33.9493, 30.8854, 21.6640)
H (28.2505, 30.8950, 22.5689)
H (29.3977, 31.1868, 23.5614)
C (29.4913, 26.1634, 14.9973)
O (29.2394, 25.3032, 14.1608)
N (28.5933, 27.0520, 15.4601)
N (30.7296, 26.3931, 15.5107)
H (27.6936, 27.0082, 15.0148)
H (28.9285, 27.6908, 16.1569)
H (31.5035, 25.8368, 15.1968)
H (30.8269, 27.1923, 16.1094)
C (26.8124, 23.7677, 17.1295)
O (27.8754, 23.7940, 17.7384)
N (25.6532, 23.2687, 17.5741)
N (26.6886, 24.3312, 15.8920)
H (24.8209, 23.3294, 17.0190)
H (25.5759, 23.0403, 18.5513)
H (25.7918, 24.3407, 15.4443)
H (27.5070, 24.7330, 15.4642)
C (24.5361, 29.8307, 15.8653)
O (24.0035, 30.3302, 14.8713)
N (24.0447, 30.0866, 17.0942)
N (25.6102, 29.0253, 15.8395)
H (24.6279, 29.8326, 17.8815)
H (23.1041, 30.4263, 17.1585)
H (25.9375, 28.7942, 14.9181)
H (26.0655, 28.7154, 16.6868)
C (27.2086, 27.4582, 19.0781)
O (26.2834, 27.8480, 18.3381)
N (27.4776, 28.0838, 20.2295)
N (28.1050, 26.5581, 18.7597)
H (27.0011, 28.9630, 20.3542)
H (28.2526, 27.8559, 20.8346)
H (27.9007, 25.9489, 17.9819)
H (28.8815, 26.3652, 19.3719)
C (30.0767, 26.7528, 22.8548)
O (29.5047, 26.7194, 21.7687)
N (30.9774, 25.8531, 23.3197)
N (29.7801, 27.6767, 23.8115)
H (31.2448, 25.9334, 24.2800)
H (31.1459, 25.0310, 22.7582)
H (30.3301, 27.6652, 24.6500)
H (29.4471, 28.5671, 23.4370)
C (29.0806, 23.3097, 21.2107)
O (29.6428, 23.0478, 22.2733)
N (28.1297, 24.2472, 20.9858)
N (29.5234, 22.7163, 20.0623)
H (27.9121, 24.3166, 20.0024)
H (28.1124, 25.0732, 21.5660)
H (29.3642, 23.1055, 19.1482)
H (30.1344, 21.9356, 20.2264)

Values from the calculation:
LUMO energy   0.0083 hartree
DFT total energy   -2507.68649 hartree
HOMO-LUMO gap   0.3416 Eh
Highest occupied orbital energy   -9.07 eV
ΔE to the lowest compared entry with this formula, charge and spin   17.2 kcal/mol
Structure (SMILES)   COC[C@H](C)N.COC[C@H](C)N.COC[C@H](C)N.COC[C@H](C)N.NC(N)=O.NC(N)=O.NC(N)=O.NC(N)=O.NC(N)=O.NC(N)=O
F_max   2.4 eV/Å

Record 2
The following is a quantum chemistry calculation of a 11-piece molecular cluster, C22H69N15O13 overall, from OMol25.

CARTESIAN COORDINATES (ANGSTROEM)
C (-4.2992, 7.2549, -0.9865)
C (-3.2690, 6.2806, -0.4726)
C (-2.9952, 6.5956, 0.9923)
O (-2.1624, 5.7141, 1.7516)
C (-0.8553, 5.7634, 1.2586)
N (-3.6597, 4.8164, -0.6484)
H (-5.2494, 6.9964, -0.5984)
H (-4.2872, 7.1530, -2.0939)
H (-4.0196, 8.2395, -0.6438)
H (-2.3235, 6.3930, -1.0401)
H (-3.9446, 6.6226, 1.5416)
H (-2.6234, 7.5905, 1.1057)
H (-0.1636, 5.3492, 1.9711)
H (-0.5234, 6.8399, 1.1420)
H (-0.7638, 5.2816, 0.2391)
H (-3.4299, 4.3884, 0.2459)
H (-4.6531, 4.7453, -0.7498)
C (1.9892, -4.7458, 4.9269)
C (1.6875, -5.2236, 3.5381)
C (0.2599, -4.6851, 2.9317)
O (0.2147, -5.0630, 1.5733)
C (-1.0014, -5.3777, 1.0516)
N (2.8235, -5.0026, 2.6334)
H (2.5014, -3.7601, 4.9392)
H (2.6317, -5.4214, 5.5164)
H (1.0569, -4.6067, 5.4768)
H (1.5559, -6.3064, 3.4544)
H (0.2695, -3.6393, 3.0474)
H (-0.5146, -5.1552, 3.4798)
H (-1.5944, -5.9128, 1.8312)
H (-0.8586, -6.0068, 0.2074)
H (-1.5639, -4.4656, 0.7679)
H (2.6243, -5.4122, 1.7005)
H (2.9923, -4.0369, 2.4496)
C (-1.5535, -3.7570, -2.3473)
C (-1.5271, -2.3931, -2.9692)
C (-0.2038, -2.0790, -3.7127)
O (-0.3325, -0.8663, -4.3082)
C (0.9291, -0.4053, -4.8622)
N (-2.7194, -2.2544, -3.7446)
H (-0.5821, -3.9179, -1.8070)
H (-1.7815, -4.4311, -3.1777)
H (-2.2905, -3.7914, -1.5205)
H (-1.3864, -1.6478, -2.1499)
H (-0.1352, -2.8209, -4.4976)
H (0.6536, -2.0901, -3.1022)
H (0.6298, 0.3515, -5.6059)
H (1.5296, -1.2412, -5.3236)
H (1.5052, 0.0372, -4.0404)
H (-2.9496, -1.4217, -4.3059)
H (-3.1342, -3.1001, -4.1007)
C (-4.3717, -3.1067, 0.9519)
O (-4.0501, -3.6177, 1.9980)
N (-3.4422, -2.5315, 0.1313)
N (-5.6288, -3.0869, 0.5073)
H (-2.4816, -2.3954, 0.5004)
H (-3.7068, -1.7559, -0.5032)
H (-5.9891, -2.2628, 0.0720)
H (-6.2930, -3.5500, 1.0663)
C (5.6278, 1.1705, -2.1355)
O (6.3923, 1.8806, -2.7634)
N (5.8223, -0.2086, -2.1223)
N (4.5359, 1.5779, -1.4099)
H (5.0003, -0.7464, -1.8884)
H (6.5839, -0.5051, -2.7296)
H (3.8779, 0.9023, -1.0421)
H (4.0935, 2.4135, -1.7621)
C (0.5011, 1.5051, 6.9387)
O (0.8636, 1.6471, 8.0948)
N (-0.8605, 1.2688, 6.7526)
N (1.3320, 1.6164, 5.7992)
H (-1.1661, 0.9854, 5.8488)
H (-1.3084, 1.0652, 7.6240)
H (0.9822, 1.1458, 4.9456)
H (2.2357, 1.2657, 6.0690)
C (-0.7748, 2.6867, -2.4695)
O (0.3498, 2.1914, -2.7161)
N (-0.9762, 4.0281, -2.4495)
N (-1.8391, 1.8193, -2.3342)
H (-0.1270, 4.6548, -2.6252)
H (-1.8611, 4.4457, -2.2211)
H (-2.7645, 2.0271, -2.0923)
H (-1.7250, 0.9876, -2.8663)
C (3.1236, -4.2094, -1.6148)
O (3.3561, -3.0434, -1.4822)
N (3.9765, -4.9988, -2.3804)
N (2.1614, -4.8298, -0.9210)
H (4.5126, -4.3613, -2.9159)
H (3.7494, -5.8018, -2.9126)
H (2.0040, -5.7718, -1.1093)
H (1.7449, -4.3890, -0.1016)
C (-1.1702, -2.2289, 4.3640)
O (-1.5085, -3.0136, 5.2050)
N (-1.9264, -1.7359, 3.3279)
N (0.1166, -1.5632, 4.4008)
H (-2.7389, -2.2671, 3.0818)
H (-1.6853, -0.8661, 2.8710)
H (0.7918, -1.9173, 5.0911)
H (0.3624, -0.9075, 3.6885)
C (2.9893, 4.4541, -3.4034)
C (2.5906, 5.8712, -3.0927)
O (1.1219, 6.0631, -3.0893)
O (2.6838, 3.6538, -2.3197)
H (4.0228, 4.5147, -3.5634)
H (2.4613, 4.1387, -4.3362)
H (3.0632, 6.5044, -3.8857)
H (2.9200, 6.1571, -2.1083)
H (0.8737, 6.6179, -3.8048)
H (1.8874, 3.0842, -2.3792)
C (0.2607, 0.5148, 0.5857)
C (0.6972, -0.3193, -0.5470)
O (2.0848, -0.6076, -0.3308)
O (0.2437, -0.2924, 1.7684)
H (-0.7138, 0.8526, 0.4214)
H (0.9460, 1.3430, 0.6852)
H (0.4589, 0.2870, -1.4498)
H (0.1445, -1.3466, -0.5799)
H (2.3041, -1.4123, -0.8630)
H (0.7546, -1.0661, 1.5667)

Values from the calculation:
LUMO energy   -0.0019 hartree
DFT total energy   -2679.19996 hartree
HOMO-LUMO gap   0.3265 Eh
Highest occupied orbital energy   -8.94 eV
Structure (SMILES)   COC[C@H](C)N.COC[C@H](C)N.COC[C@H](C)N.NC(N)=O.NC(N)=O.NC(N)=O.NC(N)=O.NC(N)=O.NC(N)=O.OCCO.OCCO
F_max   3.5 eV/Å

Record 3
The following is a quantum chemistry calculation of C22H70BO11Pd as an isolated structure, from OMol25.

CARTESIAN COORDINATES (ANGSTROEM)
Pd (0.6251, -4.1246, -0.9148)
B (-0.2934, -0.5617, -0.0414)
H (-0.6154, 0.4406, -0.2776)
H (0.6514, -0.7681, -0.5201)
H (-0.2301, -0.6833, 1.0289)
H (-1.0207, -1.2666, -0.4135)
C (-2.6794, -5.8671, 4.0006)
C (-1.2801, -6.2139, 3.5839)
O (-0.7582, -5.1133, 2.9178)
H (-3.1574, -6.7164, 4.4886)
H (-3.1706, -5.6978, 3.0424)
H (-2.7053, -4.9843, 4.6395)
H (-1.2395, -7.0800, 2.9233)
H (-0.6157, -6.4441, 4.4167)
H (-0.5117, -4.5371, 3.6450)
C (2.0706, 5.8136, 3.3083)
C (1.2185, 4.6860, 2.6328)
O (2.1043, 3.7419, 2.0816)
H (2.8540, 6.1120, 2.6117)
H (2.5209, 5.5351, 4.2610)
H (1.3900, 6.6445, 3.4942)
H (0.6275, 5.1543, 1.8457)
H (0.5214, 4.1851, 3.3046)
H (1.5723, 2.9929, 1.8030)
C (-4.2811, 0.9494, -6.3623)
C (-3.8126, 1.1683, -4.9301)
O (-2.5096, 0.7480, -4.8613)
H (-5.2626, 1.4135, -6.4595)
H (-4.3613, -0.1130, -6.5922)
H (-3.5847, 1.3699, -7.0879)
H (-4.3691, 0.5517, -4.2243)
H (-4.0057, 2.1783, -4.5687)
H (-2.2847, 0.8919, -3.9392)
C (3.2134, 0.1361, 7.6097)
C (2.0317, -0.0678, 6.6661)
O (1.7055, -1.4428, 6.6769)
H (3.0574, -0.1734, 8.6431)
H (3.6153, 1.1451, 7.5179)
H (4.0225, -0.4416, 7.1628)
H (2.3283, 0.2390, 5.6631)
H (1.1610, 0.5594, 6.8576)
H (0.9606, -1.5986, 7.2622)
C (-6.1251, 6.7881, -1.1156)
C (-5.1908, 5.8429, -0.3676)
O (-5.7596, 4.5231, -0.3008)
H (-7.0744, 6.8610, -0.5847)
H (-6.2771, 6.5045, -2.1570)
H (-5.6325, 7.7604, -1.1246)
H (-5.0239, 6.2827, 0.6156)
H (-4.2174, 5.8439, -0.8582)
H (-5.1566, 3.9798, 0.2119)
C (2.7683, 5.1261, -3.3986)
C (3.9038, 6.1736, -3.2055)
O (3.6711, 7.4052, -3.8687)
H (1.8577, 5.4728, -2.9100)
H (3.0743, 4.1451, -3.0351)
H (2.5859, 5.0309, -4.4690)
H (4.7953, 5.7586, -3.6758)
H (4.0305, 6.3468, -2.1369)
H (3.4720, 7.1674, -4.7772)
C (-5.7022, -4.3393, -1.8622)
C (-4.3964, -4.6261, -2.6171)
O (-3.5088, -5.0777, -1.6891)
H (-5.5197, -3.4715, -1.2284)
H (-6.1401, -5.1771, -1.3195)
H (-6.4914, -3.9335, -2.4950)
H (-3.9109, -3.7892, -3.1189)
H (-4.5080, -5.3693, -3.4066)
H (-3.8408, -5.9295, -1.3962)
C (6.4759, 0.3646, -2.6032)
C (6.8316, 1.1395, -1.3150)
O (6.1046, 0.5592, -0.2251)
H (7.1811, 0.6085, -3.3978)
H (5.4802, 0.5782, -2.9919)
H (6.5585, -0.7098, -2.4390)
H (6.5738, 2.1984, -1.3382)
H (7.9009, 1.1742, -1.1064)
H (5.3487, 1.1101, -0.0089)
C (1.5979, -4.3950, -7.0565)
C (2.2780, -3.3139, -6.1671)
O (1.3411, -3.0965, -5.1090)
H (2.2051, -4.4257, -7.9612)
H (0.5731, -4.1038, -7.2869)
H (1.6009, -5.3293, -6.4950)
H (2.4495, -2.3676, -6.6802)
H (3.1860, -3.7423, -5.7428)
H (0.7284, -2.4025, -5.3629)
C (5.8347, -4.0907, 2.9934)
C (5.3306, -4.6559, 1.6923)
O (4.5179, -3.7165, 1.0837)
H (6.5480, -4.8136, 3.3894)
H (4.9742, -3.8581, 3.6206)
H (6.3373, -3.1296, 2.8842)
H (4.8341, -5.6100, 1.8688)
H (6.1467, -4.7734, 0.9793)
H (5.0267, -2.9039, 1.1338)
C (-5.9257, 0.9298, 4.5017)
C (-4.6161, 0.2557, 4.1051)
O (-3.9547, 1.1615, 3.2179)
H (-5.6714, 1.7770, 5.1388)
H (-6.5036, 0.2427, 5.1198)
H (-6.5645, 1.2265, 3.6699)
H (-4.7672, -0.6642, 3.5402)
H (-3.9213, 0.0415, 4.9172)
H (-3.2270, 0.6739, 2.8252)

Values from the calculation:
Expectation value of S²   2.0040
LUMO energy (spin up / spin down)   -0.2234 / -0.3062 hartree
DFT total energy   -1859.78800 hartree
HOMO-LUMO gap (spin up / spin down)   0.2006 / 0.1178 Eh
Highest occupied orbital energy (spin up / spin down)   -11.54 / -11.54 eV
ΔE to the lowest compared entry with this formula, charge and spin   261.3 kcal/mol
Net charge   +1
Multiplicity   3
F_max   5.3 eV/Å